Entry 1:
A 9-piece molecular cluster, C19H55NO14 overall at a distorted geometry. Source: the OMol25 dataset; level of theory: ωB97M-V/def2-TZVPD.

ORCA input file:
```
! wB97M-V def2-TZVPD RIJCOSX def2/J DEFGRID3
* xyz 0 1
C -3.638 -4.959 -0.355
C -4.325 -3.604 0.002
C -5.467 -3.378 -0.982
C -4.791 -3.816 1.459
C -5.374 -2.502 2.079
C -4.257 -1.426 2.074
C -3.524 -1.359 0.678
C -4.436 -0.420 -0.202
C -2.210 -0.629 0.935
N -3.254 -2.589 0.025
O -2.680 -2.363 -1.253
H -2.702 -5.117 0.181
H -4.270 -5.808 -0.097
H -3.462 -4.996 -1.430
H -6.112 -4.251 -1.082
H -6.164 -2.577 -0.737
H -5.072 -3.195 -1.982
H -5.521 -4.626 1.456
H -3.967 -4.128 2.100
H -6.231 -2.154 1.502
H -5.619 -2.618 3.135
H -3.615 -1.549 2.947
H -4.690 -0.437 2.226
H -4.280 -0.497 -1.278
H -4.184 0.618 0.016
H -5.520 -0.485 -0.108
H -2.242 -0.075 1.874
H -1.905 0.080 0.166
H -1.387 -1.323 1.102
H -1.801 -2.750 -1.243
O 0.862 6.813 0.688
C -0.512 6.404 0.696
C -0.653 4.880 1.022
O -2.051 4.473 1.001
H 1.134 6.960 1.596
H -1.111 7.045 1.342
H -0.893 6.535 -0.317
H -0.196 4.643 1.983
H -0.063 4.173 0.440
H -1.988 3.641 1.475
O 3.975 2.166 -0.028
C 4.240 3.010 1.051
C 3.018 3.912 1.404
O 1.981 3.152 1.956
H 4.344 2.469 -0.861
H 4.544 2.461 1.942
H 5.051 3.717 0.875
H 2.668 4.436 0.515
H 3.312 4.643 2.158
H 1.932 2.404 1.357
O -0.338 -3.725 -1.600
C 1.031 -3.338 -1.452
C 1.079 -1.812 -1.136
O 0.557 -1.124 -2.215
H -0.499 -4.500 -2.143
H 1.575 -3.872 -0.673
H 1.618 -3.480 -2.360
H 2.057 -1.427 -0.849
H 0.461 -1.605 -0.263
H -0.370 -1.365 -2.277
O 5.282 0.306 -4.380
C 4.554 1.264 -3.668
C 3.273 0.633 -2.883
O 2.306 0.134 -3.778
H 4.703 -0.154 -4.992
H 5.117 1.903 -2.988
H 4.118 1.965 -4.381
H 2.770 1.353 -2.238
H 3.637 -0.155 -2.224
H 1.608 -0.291 -3.274
O 3.411 -0.440 1.045
C 4.415 -1.430 0.933
C 5.171 -1.602 2.284
O 5.992 -0.472 2.639
H 3.933 0.365 1.069
H 3.975 -2.377 0.620
H 5.129 -1.120 0.170
H 5.960 -2.342 2.148
H 4.446 -1.853 3.058
H 6.590 -0.675 3.362
O -0.146 1.711 2.671
H 0.007 1.733 1.726
H -1.096 1.787 2.763
O -0.392 2.259 -2.216
H -0.915 3.061 -2.211
H -0.457 1.935 -3.114
O 0.806 1.332 0.154
H 1.458 0.761 -0.251
H 0.282 1.656 -0.579
*
```

**Gap between HOMO and LUMO**: 0.31422 hartree
**ΔE to the lowest compared entry with this formula, charge and spin**: 50.41 kcal per mole
**SMILES string**: CC1(C)CCCC(C)(C)N1O.OCCO.OCCO.OCCO.OCCO.OCCO.O.O.O
**LUMO energy**: 0.3134 eV
**E_HOMO**: -8.237 eV

Entry 2:
C24H13Co2NO7 as an isolated structure at a distorted geometry. Source: the OMol25 dataset; level of theory: ωB97M-V/def2-TZVPD.

ORCA input file:
```
! wB97M-V def2-TZVPD RIJCOSX def2/J DEFGRID3
* xyz -2 1
C 2.362 2.882 1.977
C 1.841 3.100 0.717
C 1.730 2.066 -0.175
C 2.140 0.768 0.173
C 2.006 -0.350 -0.751
C 2.112 -0.203 -2.199
O 1.668 -1.060 -2.951
C 2.760 1.006 -2.775
C 3.853 1.616 -2.168
C 4.382 2.779 -2.680
C 3.849 3.335 -3.824
C 2.784 2.726 -4.453
C 2.248 1.569 -3.933
C 1.655 -1.557 -0.249
N 1.273 -2.563 0.233
C 2.650 0.571 1.466
C 2.773 1.616 2.347
H 2.426 3.692 2.682
H 1.521 4.088 0.431
H 1.296 2.229 -1.145
H 4.265 1.185 -1.275
H 5.199 3.266 -2.173
H 4.273 4.237 -4.232
H 2.360 3.162 -5.343
H 1.414 1.087 -4.411
H 2.974 -0.415 1.747
H 3.207 1.447 3.320
O -4.355 -3.209 -2.454
C -4.510 -2.796 -1.406
Co -4.718 -2.135 0.251
C -4.826 -0.330 0.248
O -4.884 0.806 0.256
C -6.284 -2.649 1.044
O -7.256 -2.961 1.546
C -3.589 -3.163 1.564
C -2.747 -2.107 1.001
C -1.553 -2.521 0.275
Co -3.031 -1.934 3.074
C -2.736 -0.139 3.075
O -2.538 0.980 3.084
C -1.649 -2.819 3.837
O -0.776 -3.380 4.304
C -4.612 -2.160 3.968
O -5.600 -2.314 4.510
H -3.136 -4.154 1.554
H -0.652 -1.943 0.317
H -1.568 -3.347 -0.401
*
```

**Gap between HOMO and LUMO**: 0.21015 hartree
**LUMO energy**: 4.4127 eV
**E_HOMO**: -1.306 eV

Entry 3:
A 9-piece molecular cluster, C33H60O27 overall at a distorted geometry. Source: the OMol25 dataset; level of theory: ωB97M-V/def2-TZVPD.

ORCA input file:
```
! wB97M-V def2-TZVPD RIJCOSX def2/J DEFGRID3
* xyz 0 1
C -1.773 4.092 -2.713
C -2.049 2.678 -3.218
O -3.115 2.753 -4.168
C -4.288 2.175 -3.915
O -5.190 2.201 -4.704
O -4.303 1.502 -2.778
C -5.414 0.702 -2.428
H -2.609 4.387 -2.074
H -1.698 4.721 -3.595
H -0.862 4.085 -2.115
H -2.111 1.908 -2.453
H -1.098 2.397 -3.683
H -6.126 0.570 -3.239
H -5.880 1.129 -1.541
H -5.109 -0.309 -2.155
C -2.115 -0.188 1.500
C -1.645 -0.923 0.270
O -1.178 -0.107 -0.793
C 0.097 0.290 -0.743
O 0.891 0.052 0.111
O 0.375 0.957 -1.865
C 1.739 1.227 -2.157
H -1.324 0.479 1.856
H -2.407 -0.955 2.217
H -2.937 0.519 1.368
H -2.509 -1.396 -0.206
H -0.903 -1.687 0.516
H 1.721 1.801 -3.083
H 2.290 0.295 -2.273
H 2.068 1.960 -1.415
C 1.016 3.581 1.248
C 0.448 3.840 2.638
O 0.723 2.683 3.416
C 0.355 2.759 4.691
O -0.180 3.670 5.248
O 0.678 1.610 5.273
C 0.266 1.308 6.589
H 0.449 2.790 0.752
H 2.052 3.243 1.269
H 0.890 4.441 0.589
H -0.604 4.056 2.436
H 0.883 4.729 3.093
H 0.249 2.200 7.220
H 0.991 0.601 6.979
H -0.752 0.916 6.564
C -3.029 -5.484 6.059
C -3.803 -4.765 5.003
O -3.208 -5.039 3.720
C -3.719 -4.430 2.689
O -4.701 -3.732 2.678
O -2.998 -4.755 1.603
C -3.481 -4.383 0.329
H -2.943 -6.562 5.900
H -3.364 -5.340 7.085
H -1.978 -5.174 6.073
H -3.906 -3.705 5.233
H -4.820 -5.152 4.918
H -2.806 -4.851 -0.392
H -3.514 -3.306 0.199
H -4.404 -4.906 0.068
C 4.535 1.004 -4.625
C 5.001 2.228 -5.445
O 4.525 2.152 -6.781
C 5.263 1.477 -7.651
O 6.406 1.147 -7.539
O 4.501 1.327 -8.746
C 5.148 0.725 -9.858
H 3.561 0.738 -5.044
H 4.279 1.095 -3.565
H 5.281 0.211 -4.582
H 6.085 2.143 -5.530
H 4.620 3.117 -4.954
H 6.197 1.018 -9.853
H 4.730 1.116 -10.785
H 5.003 -0.354 -9.874
C -3.022 1.290 4.483
C -4.479 0.920 4.653
O -4.715 0.291 5.932
C -5.131 -0.998 5.920
O -5.462 -1.602 4.949
O -5.159 -1.480 7.138
C -5.123 -0.732 8.351
H -3.018 2.236 3.929
H -2.360 0.550 4.046
H -2.542 1.699 5.379
H -4.793 0.288 3.826
H -5.037 1.846 4.781
H -5.667 -1.347 9.063
H -5.625 0.229 8.267
H -4.099 -0.619 8.700
O 2.385 -2.919 -4.597
C 3.290 -3.000 -3.825
O 3.676 -2.218 -2.824
C 5.056 -2.459 -2.488
C 5.188 -3.904 -2.944
O 4.190 -4.025 -3.945
H 5.633 -1.685 -2.993
H 5.070 -2.333 -1.407
H 5.063 -4.515 -2.050
H 6.180 -4.033 -3.374
O 2.499 5.714 -3.937
C 3.021 5.570 -2.884
O 3.568 6.549 -2.168
C 3.908 6.039 -0.889
C 4.133 4.562 -1.201
O 3.240 4.356 -2.305
H 4.815 6.476 -0.482
H 3.060 6.161 -0.214
H 3.991 3.965 -0.303
H 5.126 4.355 -1.605
O 0.911 -7.903 -0.185
C 0.992 -6.742 0.017
O 0.659 -6.131 1.190
C 0.979 -4.777 1.083
C 1.194 -4.504 -0.412
O 1.463 -5.839 -0.852
H 0.300 -4.023 1.474
H 1.987 -4.599 1.477
H 1.931 -3.759 -0.697
H 0.263 -4.249 -0.934
*
```

**Gap between HOMO and LUMO**: 0.38949 hartree
**ΔE to the lowest compared entry with this formula, charge and spin**: 62.48 kcal per mole
**SMILES string**: CCOC(=O)OC.CCOC(=O)OC.CCOC(=O)OC.CCOC(=O)OC.CCOC(=O)OC.CCOC(=O)OC.O=C1OCCO1.O=C1OCCO1.O=C1OCCO1
**LUMO energy**: 0.0713 eV
**E_HOMO**: -10.527 eV